# 1
Density functional theory data (wB97M-V/def2-TZVPD) for a structure of composition C36H102CrCuN6O16P at a distorted geometry.

Computed properties:
Highest occupied orbital energy (alpha / beta) in hartree: -0.2410 / -0.3126
<S²>: 6.009
Calculated total energy in Eh: -5991.46691
Net charge: 0
Orbital gap (alpha / beta) in eV: 5.4695 / 7.4065
Energy relative to the best compared isomer or geometry (same formula, charge and spin) in kJ/mol: 25.6
Multiplicity: 5

XYZ file:
```
163
Properties=species:S:1:pos:R:3:mulliken_spin:R:1
Cr 0.59 -1.42 -1.19 3.805
Cu -2.95 0.79 -2.01 0.046
P -1.07 -0.02 -0.23 0.022
O -1.21 -0.56 -1.66 0.021
O -2.19 0.97 0.06 0.014
O 0.37 0.53 -0.49 -0.130
O -0.85 -1.42 0.44 -0.208
C -2.29 5.52 1.27 0.000
C -2.01 4.02 1.28 0.000
O -2.37 3.51 0.05 0.000
H -1.71 6.09 0.55 0.000
H -2.00 5.91 2.25 0.000
H -3.35 5.71 1.10 0.000
H -2.58 3.46 2.01 0.000
H -0.94 3.90 1.47 0.000
H -2.32 2.55 0.03 -0.001
C -3.13 -0.95 -5.13 -0.007
C -2.50 -2.24 -4.55 0.003
O -1.28 -2.02 -3.82 0.045
H -2.49 -0.55 -5.92 0.000
H -3.09 -0.23 -4.32 0.006
H -4.08 -1.10 -5.66 0.000
H -2.34 -2.93 -5.38 0.000
H -3.18 -2.68 -3.82 -0.001
H -1.43 -1.38 -3.11 0.032
C 3.46 2.71 2.52 0.000
C 2.09 2.14 2.18 -0.002
O 2.21 1.29 1.05 0.006
H 3.53 3.21 3.48 0.000
H 3.86 3.27 1.67 0.000
H 4.06 1.81 2.66 0.000
H 1.32 2.90 2.05 -0.001
H 1.69 1.46 2.93 0.000
H 1.36 1.14 0.64 0.027
C 0.48 4.64 -2.78 0.000
C 0.75 3.68 -1.61 -0.001
O 0.75 2.40 -2.18 0.011
H -0.38 4.26 -3.33 0.000
H 1.28 4.74 -3.51 0.000
H 0.10 5.61 -2.47 0.000
H -0.12 3.74 -0.96 -0.001
H 1.74 3.84 -1.18 0.000
H 0.44 1.75 -1.55 0.047
C -5.26 -2.10 1.80 0.000
C -4.05 -1.89 0.93 0.000
O -2.87 -2.20 1.68 -0.001
H -5.31 -3.16 2.04 0.000
H -6.14 -1.84 1.22 0.000
H -5.22 -1.45 2.68 0.000
H -4.08 -0.93 0.43 -0.001
H -4.07 -2.53 0.05 0.001
H -2.14 -1.96 1.11 -0.003
C 1.30 -4.37 3.86 0.000
C 0.14 -3.69 3.14 -0.003
O 0.62 -2.64 2.37 0.018
H 1.81 -5.15 3.29 0.000
H 1.00 -4.82 4.81 0.000
H 1.99 -3.56 4.13 0.000
H -0.67 -3.41 3.82 0.000
H -0.29 -4.46 2.50 0.001
H -0.13 -2.33 1.86 0.015
C 1.20 -0.05 -4.55 0.040
C 2.07 -1.15 -4.09 0.042
C 3.46 -1.11 -4.69 -0.001
O 4.22 -2.18 -4.15 0.001
C 5.51 -2.30 -4.70 0.000
N 2.08 -0.96 -2.62 -0.112
H 0.91 -0.14 -5.59 0.001
H 1.66 0.92 -4.37 0.002
H 0.26 0.04 -3.99 0.005
H 1.68 -2.15 -4.32 -0.006
H 3.99 -0.18 -4.45 0.001
H 3.43 -1.12 -5.78 0.000
H 6.15 -1.41 -4.62 0.000
H 5.43 -2.67 -5.72 0.000
H 6.10 -3.08 -4.21 0.000
H 2.97 -1.37 -2.37 0.017
H 2.45 -0.02 -2.58 0.007
C 1.20 -5.18 -0.59 0.027
C 0.00 -4.75 -1.45 0.005
C -1.30 -4.46 -0.64 -0.004
O -1.82 -5.71 -0.24 0.000
C -2.89 -5.58 0.69 0.000
N 0.41 -3.53 -2.16 0.111
H 2.12 -5.06 -1.17 -0.001
H 1.02 -6.22 -0.35 -0.001
H 1.45 -4.61 0.30 0.008
H -0.18 -5.49 -2.23 0.001
H -2.03 -3.90 -1.22 -0.008
H -1.07 -3.86 0.24 0.042
H -3.81 -5.25 0.20 0.000
H -2.63 -4.85 1.45 0.000
H -3.14 -6.51 1.21 0.000
H -0.32 -3.37 -2.85 0.015
H 1.20 -3.93 -2.65 0.009
C -3.16 1.34 4.75 0.000
C -2.25 1.10 3.52 -0.002
C -1.24 -0.09 3.72 -0.003
O -0.27 0.29 4.76 0.000
C 0.70 -0.72 5.03 0.000
N -3.18 0.78 2.47 -0.001
H -3.66 2.31 4.74 0.000
H -2.48 1.38 5.61 0.000
H -3.91 0.58 4.93 0.000
H -1.67 1.95 3.16 0.000
H -0.85 -0.34 2.73 0.006
H -1.77 -0.99 4.03 0.000
H 1.56 -0.61 4.37 0.000
H 0.29 -1.73 4.93 0.000
H 1.18 -0.66 6.00 0.000
H -2.69 0.85 1.58 -0.001
H -3.44 -0.19 2.38 0.000
C 4.28 -2.15 -0.45 0.029
C 3.37 -2.37 0.78 0.031
C 3.95 -1.70 2.09 0.008
O 5.15 -2.40 2.51 0.000
C 6.02 -1.68 3.44 0.000
N 2.15 -1.65 0.41 -0.019
H 3.91 -2.74 -1.29 -0.004
H 5.22 -2.69 -0.32 -0.001
H 4.35 -1.11 -0.78 0.004
H 3.15 -3.44 0.89 -0.002
H 3.22 -1.80 2.89 -0.003
H 4.16 -0.64 1.95 -0.004
H 6.21 -0.68 3.05 0.000
H 6.96 -2.22 3.57 0.000
H 5.60 -1.51 4.43 0.000
H 2.40 -0.69 0.59 0.034
H 1.54 -1.81 1.20 -0.036
C -6.81 1.03 1.95 0.000
C -6.52 2.27 1.06 0.000
C -6.19 3.47 1.95 0.000
O -7.28 3.89 2.72 0.000
C -6.88 4.89 3.67 0.000
N -5.40 2.01 0.13 0.000
H -7.73 1.17 2.51 0.000
H -6.00 0.72 2.62 0.000
H -6.88 0.18 1.27 0.000
H -7.44 2.42 0.50 0.000
H -5.88 4.27 1.28 0.000
H -5.35 3.16 2.57 0.000
H -6.04 4.63 4.32 0.000
H -7.74 5.16 4.28 0.000
H -6.47 5.81 3.25 0.000
H -4.61 1.65 0.65 0.001
H -5.09 2.95 -0.09 0.000
C 5.67 1.95 -1.60 0.000
C 4.34 2.51 -1.91 -0.001
C 4.12 3.08 -3.33 0.000
O 5.02 4.11 -3.67 0.000
C 4.83 4.70 -4.97 0.000
N 3.35 1.50 -1.60 -0.005
H 5.74 1.43 -0.64 0.000
H 6.42 2.74 -1.57 0.000
H 5.98 1.16 -2.29 0.000
H 4.18 3.34 -1.22 0.000
H 3.09 3.39 -3.47 0.000
H 4.27 2.26 -4.02 0.000
H 3.95 5.34 -4.97 0.000
H 4.55 3.91 -5.67 0.000
H 5.72 5.22 -5.33 0.000
H 3.25 1.38 -0.60 0.005
H 2.48 1.98 -1.77 -0.002
```



# 2
Density functional theory data (wB97M-V/def2-TZVPD) for a cluster of 12 separate species, C36H102N6O18 in total at a distorted geometry.

Computed properties:
Highest occupied orbital energy in hartree: -0.3242
Calculated total energy in Eh: -3115.38997
SMILES: COC[C@H](C)N.COC[C@H](C)N.COC[C@H](C)N.COC[C@H](C)N.COC[C@H](C)N.COC[C@H](C)N.OCCO.OCCO.OCCO.OCCO.OCCO.OCCO
Net charge: 0
Orbital gap in eV: 9.3886
Energy relative to the best compared isomer or geometry (same formula, charge and spin) in kJ/mol: 326.2
Multiplicity: 1

XYZ file:
```
162
Properties=species:S:1:pos:R:3:mulliken_charge:R:1
C 8.79 15.34 12.09 -0.890
O 9.90 14.72 12.82 -0.436
C 10.25 13.33 12.45 -0.373
C 9.30 12.32 12.94 0.440
C 9.04 12.65 14.40 -1.114
N 9.94 11.00 12.67 -0.391
H 8.56 16.09 12.80 0.391
H 7.93 14.67 12.01 0.318
H 9.02 15.77 11.11 0.223
H 10.52 13.29 11.40 0.251
H 11.29 13.22 12.87 -0.276
H 8.39 12.31 12.31 0.335
H 8.59 11.76 14.90 0.453
H 8.19 13.43 14.52 0.251
H 9.94 13.00 14.91 0.103
H 10.82 10.88 13.11 0.121
H 9.39 10.32 13.10 0.315
C 22.07 16.55 10.46 -0.923
O 20.77 17.11 10.59 -0.124
C 19.99 17.28 9.44 -1.015
C 18.64 17.78 9.81 2.766
C 17.73 17.90 8.59 -1.858
N 18.69 19.16 10.46 -0.829
H 22.45 16.37 11.45 0.304
H 22.83 17.21 9.92 0.249
H 22.10 15.61 9.96 0.376
H 20.57 17.98 8.77 0.452
H 19.91 16.33 8.80 0.191
H 18.21 16.99 10.47 -1.065
H 18.24 18.58 7.90 0.568
H 16.85 18.60 8.82 0.290
H 17.49 17.01 8.00 0.258
H 19.11 19.08 11.35 0.329
H 17.80 19.59 10.56 0.298
C 15.77 8.27 13.82 -0.943
O 16.25 9.38 13.07 0.117
C 17.56 9.71 13.43 -1.211
C 18.01 10.94 12.68 3.028
C 19.50 11.13 12.72 -1.718
N 17.34 12.09 13.38 -0.476
H 16.28 7.29 13.60 0.295
H 14.76 8.05 13.53 0.311
H 15.83 8.44 14.95 0.263
H 17.71 9.82 14.56 0.492
H 18.28 8.93 13.10 0.289
H 17.60 10.83 11.67 -1.563
H 19.87 10.81 13.70 0.447
H 19.93 12.08 12.51 0.149
H 19.97 10.37 12.08 0.377
H 17.89 12.90 13.25 0.016
H 17.26 11.91 14.42 0.243
C 11.56 21.11 13.61 -0.774
O 12.15 20.20 12.70 -0.321
C 11.24 19.43 11.85 -0.907
C 12.13 18.72 10.83 0.054
C 11.17 17.81 10.03 -0.866
N 13.18 18.02 11.53 0.164
H 10.96 21.87 13.02 0.271
H 12.44 21.66 14.00 0.258
H 11.00 20.56 14.40 0.278
H 10.57 18.83 12.50 0.275
H 10.68 20.14 11.20 0.493
H 12.56 19.53 10.22 0.353
H 11.67 17.54 9.10 0.088
H 10.34 18.49 9.69 0.598
H 10.75 17.01 10.63 -0.127
H 13.43 18.78 12.24 0.339
H 12.78 17.22 11.99 -0.361
C 15.62 12.65 6.37 -0.790
O 14.74 13.25 7.28 -0.052
C 15.06 14.63 7.47 -1.025
C 13.87 15.53 7.68 1.963
C 12.84 15.22 6.65 -1.653
N 14.31 16.85 7.42 -0.622
H 15.73 11.55 6.52 0.175
H 16.61 13.11 6.48 0.189
H 15.44 12.84 5.30 0.306
H 15.83 14.65 8.29 -0.127
H 15.59 14.99 6.58 0.984
H 13.50 15.43 8.72 -0.738
H 12.41 14.21 6.70 0.302
H 13.27 15.18 5.63 0.365
H 12.06 16.05 6.61 0.352
H 14.48 16.93 6.40 0.378
H 15.10 17.23 7.95 0.091
C 19.12 13.78 10.16 0.252
O 19.64 12.54 9.79 -0.519
C 18.69 11.84 8.97 0.399
C 19.26 10.54 8.37 0.627
C 20.44 10.79 7.50 -1.469
N 18.15 9.98 7.67 -0.559
H 19.77 14.35 10.80 -0.197
H 18.25 13.63 10.78 0.083
H 18.85 14.38 9.29 0.245
H 17.79 11.74 9.56 -0.621
H 18.50 12.54 8.12 0.170
H 19.47 9.80 9.20 0.165
H 21.24 11.23 8.10 0.311
H 20.21 11.56 6.78 0.321
H 20.88 9.81 7.08 0.388
H 17.46 9.59 8.26 0.105
H 18.43 9.19 7.15 0.260
O 17.30 17.45 12.93 -0.330
C 16.12 16.83 13.39 -0.483
C 15.55 15.95 12.25 1.147
O 15.62 16.51 10.93 0.281
H 17.12 17.86 12.04 0.180
H 16.36 16.11 14.19 0.239
H 15.23 17.39 13.81 0.081
H 14.47 15.81 12.48 -0.870
H 16.12 15.05 12.20 -0.188
H 14.78 17.12 10.91 0.351
O 12.49 15.57 13.58 -0.109
C 12.46 15.47 15.05 -0.347
C 13.78 14.91 15.51 -0.123
O 14.12 13.68 14.99 -0.483
H 11.65 15.33 13.15 -0.001
H 12.20 16.45 15.42 0.411
H 11.66 14.77 15.34 -0.006
H 13.63 14.78 16.62 0.460
H 14.53 15.67 15.39 0.025
H 14.25 13.66 14.00 0.523
O 19.50 17.41 14.82 -0.684
C 20.22 16.99 13.70 -0.430
C 20.29 15.50 13.39 -0.409
O 18.96 15.01 13.05 0.080
H 18.57 17.40 14.60 0.390
H 19.93 17.46 12.75 0.046
H 21.24 17.29 13.95 0.410
H 20.62 14.96 14.31 0.378
H 20.97 15.28 12.56 0.196
H 18.64 15.77 12.55 -0.104
O 11.86 9.31 7.93 -0.655
C 12.15 10.32 8.95 0.765
C 10.70 10.85 9.34 0.562
O 9.95 9.74 9.75 -0.600
H 11.09 8.75 8.15 0.368
H 12.74 9.91 9.79 -0.306
H 12.82 11.02 8.45 -0.195
H 10.22 11.19 8.39 0.349
H 10.63 11.65 10.15 -0.609
H 9.92 9.78 10.65 0.355
O 14.08 6.90 10.61 -0.573
C 14.40 7.65 9.40 -0.898
C 15.26 8.92 9.61 0.977
O 16.51 8.57 10.12 -0.705
H 14.92 6.51 10.81 0.347
H 14.97 7.00 8.68 0.377
H 13.46 7.91 8.87 0.309
H 14.61 9.58 10.26 -0.305
H 15.43 9.45 8.66 0.073
H 16.54 8.99 11.00 0.282
O 13.03 14.15 11.19 0.059
C 14.10 13.46 10.48 0.791
C 14.50 12.27 11.34 1.024
O 14.68 12.57 12.71 -0.720
H 13.32 14.10 12.11 -0.338
H 13.70 13.12 9.50 0.060
H 14.91 14.13 10.19 -0.946
H 15.39 11.79 10.86 -0.794
H 13.62 11.64 11.32 0.164
H 15.64 12.45 12.99 0.176
```



# 3
Density functional theory data (wB97M-V/def2-TZVPD) for a cluster of 12 separate species, C36H102N6O18 in total at a distorted geometry.

Computed properties:
Highest occupied orbital energy in hartree: -0.3322
Calculated total energy in Eh: -3115.39952
SMILES: COC[C@H](C)N.COC[C@H](C)N.COC[C@H](C)N.COC[C@H](C)N.COC[C@H](C)N.COC[C@H](C)N.OCCO.OCCO.OCCO.OCCO.OCCO.OCCO
Net charge: 0
Orbital gap in eV: 9.4362
Energy relative to the best compared isomer or geometry (same formula, charge and spin) in kJ/mol: 301.1
Multiplicity: 1

XYZ file:
```
162
Properties=species:S:1:pos:R:3:mulliken_charge:R:1
C -17.04 9.48 17.90 -0.918
O -17.88 8.46 18.40 -0.031
C -18.87 8.83 19.27 -1.332
C -19.95 7.82 19.44 3.049
C -20.64 7.61 18.08 -2.032
N -20.90 8.33 20.46 -0.860
H -17.49 10.51 18.01 0.456
H -16.83 9.36 16.82 0.220
H -16.09 9.47 18.35 0.253
H -18.36 9.03 20.25 0.201
H -19.41 9.82 18.96 0.430
H -19.63 6.81 19.77 -1.211
H -20.05 7.14 17.32 0.284
H -20.99 8.61 17.78 0.331
H -21.52 6.98 18.16 0.540
H -21.03 7.44 20.94 0.472
H -20.32 8.87 21.10 0.335
C -10.12 2.36 20.96 -0.675
O -11.54 2.46 21.06 -0.397
C -12.17 1.58 20.07 -1.032
C -13.67 1.63 20.23 0.456
C -14.24 0.53 19.41 -1.565
N -14.33 2.84 19.89 0.358
H -9.75 2.58 19.96 0.222
H -9.74 1.28 21.12 0.276
H -9.59 3.02 21.63 0.295
H -11.82 1.81 19.12 0.221
H -11.95 0.54 20.22 0.748
H -13.82 1.34 21.28 0.156
H -13.84 -0.47 19.58 0.519
H -14.04 0.79 18.37 0.372
H -15.31 0.48 19.45 0.053
H -14.41 3.43 20.74 -0.018
H -15.16 2.74 19.31 -0.320
C -18.70 6.05 12.37 -0.806
O -19.71 5.19 12.78 -0.442
C -19.80 5.24 14.24 -0.142
C -20.71 4.19 14.80 1.017
C -22.19 4.56 14.51 -1.525
N -20.49 4.06 16.22 0.255
H -17.70 5.79 12.64 0.236
H -18.84 7.00 12.82 0.386
H -18.72 6.17 11.26 0.289
H -18.83 5.15 14.67 0.100
H -20.18 6.23 14.54 0.302
H -20.55 3.23 14.33 -0.263
H -22.37 5.55 14.93 0.352
H -22.84 3.79 15.01 0.336
H -22.36 4.57 13.46 0.429
H -19.56 3.96 16.51 -0.570
H -20.79 4.86 16.81 -0.027
C -9.00 6.87 15.50 -0.802
O -10.30 6.72 14.91 -0.277
C -10.37 5.81 13.83 -0.856
C -11.90 5.60 13.45 0.449
C -12.69 4.78 14.48 -1.113
N -12.08 4.90 12.15 -0.644
H -9.12 7.60 16.34 0.172
H -8.21 7.25 14.74 0.265
H -8.60 5.85 15.78 0.342
H -9.69 6.18 13.03 0.341
H -9.96 4.85 14.12 0.322
H -12.24 6.61 13.31 0.192
H -13.71 4.75 14.10 0.358
H -12.68 5.23 15.51 0.084
H -12.39 3.73 14.51 0.539
H -12.24 3.88 12.16 0.189
H -11.51 5.23 11.41 0.212
C -18.04 8.28 23.21 -0.971
O -17.92 7.38 22.11 -0.175
C -16.76 7.52 21.37 -2.086
C -16.56 6.35 20.45 3.658
C -16.39 5.13 21.30 -0.992
N -15.34 6.48 19.71 -0.101
H -17.09 8.45 23.71 0.363
H -18.56 7.76 24.04 0.290
H -18.56 9.23 22.99 0.295
H -16.70 8.49 20.87 0.504
H -15.92 7.44 22.10 0.750
H -17.49 6.28 19.80 -1.304
H -16.55 4.24 20.59 -0.628
H -17.25 5.06 22.04 0.297
H -15.45 5.11 21.80 0.585
H -14.96 5.64 19.22 -0.691
H -15.51 7.19 18.98 0.180
C -19.59 0.35 13.75 -1.050
O -18.95 1.20 14.69 0.425
C -17.56 1.17 14.50 -1.377
C -16.77 2.22 15.29 1.944
C -15.29 2.17 14.97 -1.785
N -16.98 2.11 16.74 0.056
H -20.62 0.55 13.83 0.286
H -19.51 -0.74 13.94 0.268
H -19.32 0.67 12.72 0.373
H -17.12 0.27 14.68 0.526
H -17.39 1.34 13.41 0.550
H -17.07 3.25 15.03 -0.660
H -14.85 1.25 15.33 0.421
H -14.82 3.02 15.44 0.022
H -15.18 2.32 13.89 0.512
H -18.02 2.26 16.78 -0.498
H -16.84 1.18 17.04 0.404
O -19.86 0.13 22.21 -0.602
C -18.43 0.41 22.34 -0.908
C -17.81 0.89 21.01 1.283
O -18.06 0.00 19.92 -0.650
H -19.87 -0.67 21.64 0.327
H -18.43 1.30 22.95 0.315
H -17.98 -0.42 22.84 0.424
H -16.75 1.09 21.16 0.050
H -18.24 1.86 20.81 -0.673
H -18.70 0.28 19.25 0.405
O -11.82 10.25 19.37 -0.599
C -12.11 8.86 19.18 -0.212
C -12.54 8.52 17.71 1.508
O -11.42 8.63 16.84 -0.556
H -11.25 10.47 18.60 0.366
H -11.30 8.13 19.47 0.254
H -12.92 8.79 19.96 0.043
H -13.23 9.31 17.30 0.145
H -12.89 7.50 17.66 -1.091
H -11.44 7.87 16.27 0.249
O -19.85 0.66 17.57 -0.201
C -21.11 0.04 17.63 -0.448
C -22.29 0.96 17.42 -0.545
O -22.27 1.57 16.15 -0.539
H -19.45 0.39 16.72 0.013
H -21.23 -0.68 16.85 0.429
H -21.29 -0.42 18.67 0.191
H -22.26 1.74 18.21 0.156
H -23.21 0.37 17.51 0.410
H -21.67 2.37 16.34 0.190
O -13.00 4.76 18.16 1.315
C -11.86 5.03 18.88 0.359
C -10.60 4.73 18.01 -0.420
O -10.79 3.38 17.46 -0.610
H -13.60 4.17 18.57 -0.726
H -11.82 6.06 19.25 -0.067
H -11.76 4.38 19.75 0.183
H -9.76 4.64 18.69 0.555
H -10.48 5.48 17.23 -0.279
H -11.25 3.47 16.61 0.238
O -20.19 5.34 22.03 -0.714
C -19.89 4.07 21.37 1.237
C -21.08 3.37 20.71 -0.877
O -20.74 2.05 20.32 -0.293
H -19.33 5.84 21.96 0.128
H -19.18 4.34 20.62 -0.441
H -19.49 3.40 22.18 0.207
H -21.44 3.89 19.80 0.180
H -21.98 3.46 21.32 0.351
H -20.67 1.46 21.09 0.256
O -15.94 4.55 17.76 1.540
C -16.81 5.44 17.12 0.940
C -16.11 6.25 16.03 -0.735
O -14.87 6.75 16.45 -0.468
H -15.96 3.68 17.32 -1.040
H -17.70 4.89 16.88 -0.620
H -17.04 6.22 17.88 -0.379
H -16.66 7.08 15.72 0.698
H -15.88 5.68 15.07 -0.079
H -14.56 6.15 17.11 -0.118
```